Density functional theory data (ωB97M-V with the def2-TZVPD basis set) for C5H12N4 as an isolated structure in a non-equilibrium geometry.

Geometry (Å):
N -0.12 2.25 0.93
N 0.63 -0.06 0.98
N 1.13 -0.34 -1.55
N -1.10 0.38 -1.09
C -0.32 -0.54 1.98
C 0.55 1.30 0.44
C 0.25 0.23 -0.82
C 1.95 -0.69 1.04
C -1.65 -0.14 -2.33
H 0.88 -0.35 -2.54
H -1.39 -1.20 -2.44
H 2.57 -0.25 0.27
H -1.30 -0.11 1.78
H 1.85 -1.76 0.83
H -0.39 -1.63 1.91
H 2.37 -0.54 2.03
H -2.74 -0.06 -2.29
H 0.01 -0.29 2.99
H -1.30 0.38 -3.23
H -1.49 1.26 -0.80
H -0.38 2.13 1.91

Results
Total energy   -416.59688 a.u.
Multiplicity   1

---

Density functional theory data (ωB97M-V with the def2-TZVPD basis set) for one molecule with the formula C5H12N4 in a non-equilibrium geometry.

Geometry (Å):
N -1.79 1.37 -0.41
N 1.12 -1.51 1.10
N 0.54 1.11 -0.15
N 1.46 0.87 -1.19
C -0.77 0.57 -0.30
C 0.91 1.94 0.99
C 0.24 -1.62 0.07
C -0.89 -0.89 -0.22
C -2.09 -1.56 -0.83
H 1.74 1.48 1.52
H -1.44 2.32 -0.45
H 1.63 -2.34 1.36
H -1.87 -1.95 -1.83
H 0.08 2.06 1.69
H -2.43 -2.39 -0.21
H -2.92 -0.86 -0.93
H 2.15 0.20 -0.83
H 1.93 1.74 -1.46
H 1.22 2.94 0.66
H 0.38 -2.58 -0.43
H 0.79 -0.90 1.85

Results
Total energy   -416.64013 a.u.
Multiplicity   1
SMILES string   [H]/N=C(/C(C)=C\N)N(C)N

---

Density functional theory data (ωB97M-V with the def2-TZVPD basis set) for a 3-piece molecular cluster, C5H12N5 overall in a non-equilibrium geometry.

Geometry (Å):
N -2.64 -0.24 0.14
N -2.66 2.27 -0.92
N -2.69 3.34 -1.17
N -1.64 -0.85 -0.49
N 0.64 0.12 -0.11
C 2.70 0.34 1.10
C 1.32 -0.32 1.09
C 1.30 0.89 -0.76
C 2.70 1.16 -0.22
C -3.87 -0.57 0.26
H 0.69 0.07 1.92
H 1.22 -1.43 1.28
H -2.53 0.71 0.61
H -4.46 0.10 0.97
H 2.95 2.20 -0.01
H -0.61 -0.61 -0.17
H 1.04 1.23 -1.77
H 2.93 1.06 1.87
H -2.08 -1.75 -0.89
H 3.44 0.82 -1.07
H 3.47 -0.33 0.98
H -4.32 -1.48 -0.32

Results
Total energy   -471.18077 a.u.
Multiplicity   1
Net charge   +1

---

Density functional theory data (ωB97M-V with the def2-TZVPD basis set) for a 2-piece molecular cluster, C5H12N5 overall in a non-equilibrium geometry.

Geometry (Å):
N -1.12 -1.18 -2.53
N -0.38 -0.07 0.38
N -1.25 0.56 -0.57
N 0.80 0.37 2.32
N -0.69 1.48 -1.31
C 0.02 2.31 -0.64
C -1.53 -0.64 -3.56
C 1.21 -1.06 2.48
C 0.12 0.72 1.27
C -0.02 2.21 0.91
H 0.54 3.09 -1.14
H 0.22 -1.46 2.68
H -0.45 -1.03 0.41
H -0.56 -1.95 -2.76
H 0.84 2.84 1.41
H 1.87 -1.20 3.35
H -1.86 -0.08 -1.13
H 1.39 1.04 2.79
H -2.15 0.16 -3.62
H -1.35 -0.93 -4.54
H 1.55 -1.38 1.48
H -1.04 2.59 1.09

Results
Total energy   -471.13568 a.u.
Multiplicity   1
Net charge   +1

---

Energy relative to the best compared isomer or geometry (same formula, charge and spin) values, unit eV, following the record order: 4.043; 2.866; 3.479; 4.706.
LUMO level values, unit eV, following the record order: 0.664; 0.677; -3.607; -2.718.